A structure of composition C32H44N4O2RuS4Sb, computed with the ωB97M-V functional and the def2-TZVPD basis.

Positions of all 88 atoms, in Å:
Sb: 1.547 2.239 2.149
Ru: 0.518 0.847 -0.334
S: 2.905 -0.108 -0.735
S: 3.908 2.776 -1.808
S: 4.590 0.793 -1.433
S: 1.932 2.782 -1.259
O: 0.207 -0.093 1.110
O: -0.304 -6.578 0.696
N: -0.260 -4.521 -0.229
N: -1.962 -6.085 -0.751
N: -0.529 -0.967 -0.988
N: -0.541 1.197 -7.831
C: -0.970 1.809 -4.410
C: -3.340 -5.014 -4.587
C: 0.582 0.726 3.583
C: 1.412 -0.557 3.458
C: 3.303 3.038 3.268
C: 3.966 4.084 2.370
C: -2.379 -5.704 -2.041
C: 0.117 4.014 1.951
C: -0.812 -5.761 -0.056
C: -4.133 -5.730 -3.697
C: -0.886 0.410 3.175
C: 4.273 1.875 3.467
C: -3.878 -4.599 -5.934
C: -1.573 -5.013 -2.935
C: 3.026 3.675 4.629
C: 0.566 4.903 0.799
C: -0.765 1.736 -3.043
C: -0.076 -2.189 -0.747
C: 0.850 0.263 -4.749
C: -3.658 -6.081 -2.445
C: 0.580 1.161 5.051
C: -0.371 1.143 -6.691
C: -0.163 1.072 -5.275
C: 0.248 0.929 -2.496
C: -1.278 3.507 1.612
C: -2.252 -3.058 -0.368
C: -0.885 -3.276 -0.456
C: -1.852 -0.775 -0.925
C: 0.059 4.875 3.215
C: -2.743 -1.787 -0.614
C: 1.050 0.192 -3.383
C: -2.058 -4.662 -4.187
H: -1.734 2.988 2.457
H: 2.585 2.977 5.339
H: -1.556 1.251 3.395
H: -2.938 -3.849 -0.096
H: 0.991 -1.341 4.105
H: 1.420 -0.921 2.437
H: -1.255 -0.434 3.782
H: 2.367 4.540 4.564
H: 0.594 4.358 -0.136
H: -0.195 4.278 4.095
H: 0.074 2.122 5.178
H: 0.697 -4.483 0.091
H: -1.256 2.842 0.742
H: 1.600 1.223 5.440
H: 5.209 2.235 3.916
H: 4.191 3.672 1.382
H: -4.403 -5.428 -6.413
H: 4.905 4.434 2.823
H: -4.570 -3.762 -5.826
H: 1.563 5.320 0.961
H: -4.303 -6.633 -1.770
H: 3.319 4.956 2.243
H: -0.556 -4.749 -2.683
H: -0.938 0.143 2.023
H: -5.140 -6.016 -3.980
H: -3.074 -4.290 -6.601
H: -1.396 2.314 -2.377
H: -3.803 -1.584 -0.560
H: -2.418 -6.893 -0.360
H: 3.853 1.128 4.145
H: -0.697 5.667 3.100
H: 1.483 -0.313 -5.415
H: -1.938 4.358 1.385
H: 1.006 -2.291 -0.815
H: 4.507 1.391 2.515
H: 1.836 -0.435 -2.984
H: -1.414 -4.106 -4.858
H: 2.452 -0.397 3.761
H: 3.972 4.026 5.073
H: 0.061 0.411 5.666
H: -2.190 0.233 -1.127
H: 1.012 5.383 3.375
H: -1.759 2.441 -4.807
H: -0.137 5.744 0.688

Cartesian forces, eV/Å:
Sb -0.785 -0.540 -0.349
Ru 3.734 0.261 -1.868
S 0.234 -1.335 0.697
S -0.181 -0.002 -0.010
S 0.141 -0.204 -0.028
S -0.850 0.975 -0.156
O 0.016 -0.253 -2.275
O -0.048 -0.097 -0.045
N 0.042 0.014 -0.183
N -0.164 0.186 -0.057
N -1.468 -0.680 0.275
N -0.015 -0.012 0.032
C -0.196 0.139 0.187
C -0.101 0.158 -0.216
C -0.596 0.146 0.255
C 0.393 0.163 0.120
C 0.061 0.403 0.486
C -0.193 -0.124 -0.146
C 0.032 -0.102 0.064
C 0.088 0.236 0.625
C 0.235 -0.130 0.207
C 0.172 -0.052 0.048
C -0.492 0.181 -0.546
C -0.190 -0.110 -0.133
C 0.084 -0.106 0.074
C 0.156 0.068 -0.167
C 0.037 0.049 0.118
C 0.097 0.054 0.119
C 0.130 -0.388 -0.260
C 0.766 0.082 -0.412
C 0.090 -0.078 0.165
C -0.189 0.121 -0.035
C 0.190 -0.056 -0.173
C 0.004 -0.001 -0.016
C 0.032 0.005 -0.214
C -0.342 0.479 0.865
C -0.037 -0.122 0.289
C -0.245 -0.072 0.168
C -0.227 0.106 -0.092
C -0.082 0.067 -0.292
C -0.095 -0.105 -0.132
C 0.271 -0.025 -0.007
C -0.439 0.024 -0.284
C -0.086 -0.164 0.147
H 0.030 -0.114 -0.103
H -0.015 -0.010 -0.032
H 0.105 -0.006 0.130
H 0.076 -0.064 -0.033
H -0.055 0.081 0.067
H 0.025 -0.014 0.040
H 0.162 -0.013 0.056
H 0.017 -0.027 -0.016
H -0.009 0.075 -0.088
H 0.046 0.114 0.073
H 0.050 -0.002 0.144
H -0.075 0.070 0.196
H -0.050 -0.052 0.054
H -0.048 0.131 0.050
H -0.009 0.069 -0.048
H -0.014 0.094 -0.030
H -0.078 0.049 0.004
H 0.003 -0.065 0.028
H -0.020 -0.006 -0.080
H 0.001 -0.011 -0.079
H 0.064 0.017 0.071
H 0.039 0.005 -0.062
H -0.047 0.029 0.117
H -0.362 0.577 2.717
H 0.011 -0.013 -0.027
H -0.003 0.059 0.030
H 0.026 0.076 -0.034
H 0.001 0.021 0.026
H 0.119 -0.072 -0.040
H 0.046 -0.037 -0.031
H -0.057 -0.059 0.000
H -0.028 0.048 -0.065
H 0.117 0.057 -0.113
H 0.005 -0.016 0.132
H 0.016 -0.061 0.047
H 0.043 0.039 0.009
H -0.015 0.007 -0.008
H -0.044 -0.035 0.114
H 0.027 -0.015 -0.055
H -0.083 0.015 -0.054
H 0.003 -0.017 -0.095
H -0.020 -0.050 0.102
H 0.033 -0.019 -0.085
H -0.018 -0.019 0.129

Computed properties:
- ⟨S²⟩ = 0.780
- Kohn-Sham gap (spin up / spin down) (eV) = 3.869 / 3.840
- DFT total energy (a.u.) = -3543.04088
- charge = -2
- HOMO (spin up / spin down) (eV) = -0.219 / -0.190
- 2S+1 = 2